# 1
{
  "formula": "C24H21F2NO9",
  "method": "ωB97M-V/def2-TZVPD",
  "mol_weight_da": 505.4,
  "orbital_gap_ev": 6.921,
  "homo_energy_ev": -8.7,
  "multiplicity": 1,
  "elements": ["C", "C", "O", "N", "C", "C", "C", "C", "C", "C", "C", "C", "O", "C", "C", "C", "C", "C", "C", "C", "C", "O", "H", "H", "H", "H", "H", "H", "H", "H", "H", "H", "H", "H", "H", "H", "H", "O", "C", "O", "C", "C", "F", "O", "H", "H", "H", "O", "C", "O", "C", "C", "F", "O", "H", "H", "H"],
  "xyz": [[-3.4714, 0.9013, -6.2733], [-2.6120, -0.1155, -5.3126], [-3.2967, -1.0714, -4.6319], [-1.0873, -0.0278, -5.0913], [-0.5831, -1.4257, -5.3747], [-0.9806, 0.3219, -3.5994], [-1.7899, 1.6945, -3.1023], [-1.8372, 2.2128, -1.5297], [-1.0261, 1.3063, -0.4305], [-0.2057, -0.0558, -0.9305], [-0.1603, -0.5695, -2.4897], [0.5722, -0.9560, 0.2414], [1.7955, -1.4554, 0.0462], [-0.2925, -1.1175, 1.6640], [-0.3424, -2.5614, 2.4620], [-1.2829, -2.5878, 3.8396], [-2.0695, -1.2183, 4.3782], [-1.9907, 0.2014, 3.5620], [-2.7387, 1.6041, 4.0361], [-1.1082, 0.2527, 2.1675], [-0.9813, 1.6181, 1.2101], [-0.8853, 2.8635, 1.7210], [-3.6827, 1.9265, -5.6993], [-4.5480, 0.4047, -6.3986], [-2.9820, 1.0640, -7.3271], [-1.0129, -1.7609, -6.4345], [-0.9654, -2.2450, -4.6055], [0.5991, -1.5037, -5.3517], [-2.3785, 2.3263, -3.9094], [-2.4466, 3.1763, -1.1803], [0.4379, -1.5354, -2.7799], [0.2351, -3.5291, 2.0684], [-1.4074, -3.5736, 4.4612], [-2.6973, -1.3415, 5.3640], [-1.8925, 2.2285, 4.6011], [-3.5919, 1.4435, 4.8207], [-3.0566, 2.2894, 3.1177], [-0.6523, -1.7943, 6.8916], [0.2521, -1.0196, 6.6275], [0.7866, -0.8615, 5.3782], [1.7042, 0.2098, 5.4691], [2.0471, 0.2197, 6.9196], [2.3180, 1.4748, 7.3425], [0.8583, -0.2117, 7.5421], [1.2161, 1.1343, 5.1428], [2.5780, 0.0324, 4.8363], [2.8692, -0.4510, 7.1910], [4.0538, 1.1912, -5.5775], [4.1274, 0.7217, -4.4541], [3.3390, -0.2979, -3.9955], [3.8240, -0.6306, -2.7102], [4.5112, 0.6233, -2.2893], [5.5654, 0.3500, -1.4883], [4.9995, 1.1539, -3.5005], [4.5078, -1.4823, -2.7896], [3.0038, -0.9006, -2.0395], [3.8546, 1.3542, -1.8054]],
  "forces_ev_per_angstrom": [[-0.5199, -0.4750, 0.5376], [-4.1570, -4.1660, 3.2222], [4.2607, 5.9841, -4.4602], [-1.9300, -0.7092, 2.7001], [0.5277, -1.9845, -0.3538], [-0.0889, 1.4129, 3.4631], [1.5089, -1.5040, 2.6685], [2.3269, -3.7818, -1.1303], [0.1843, -1.2493, -2.6221], [-1.3325, 1.2871, -1.7021], [-2.0611, 3.6146, 1.1976], [3.3377, -1.0393, -0.4457], [-7.3464, 2.7019, 1.0674], [-1.2259, -0.1570, 1.6457], [-2.4201, 3.7243, 1.6651], [0.3504, 3.6311, -2.2900], [1.9964, -0.3172, -3.5716], [1.4341, -2.3410, -1.5055], [1.4976, 0.0245, 0.3379], [0.1645, -2.8795, 1.4021], [0.0931, 3.6763, 1.5475], [-0.8154, -7.7738, -3.2313], [0.8431, -2.2090, -1.3499], [2.5789, 0.9349, 0.2815], [-0.7925, -0.1877, 2.2753], [1.1951, 0.8645, 2.2691], [0.5178, 1.8978, -1.4830], [-2.5028, 0.6207, -0.2657], [1.4476, -1.5089, 1.8973], [1.5784, -2.4233, -0.9821], [-1.3597, 2.2069, 0.6983], [-1.4457, 2.5606, 0.9442], [0.3442, 2.2004, -1.3775], [1.4055, 0.4805, -2.2740], [-1.8240, -1.3007, -1.2347], [1.5496, 0.0453, -1.7857], [0.5800, -1.8334, 1.9978], [2.0771, 1.7748, -0.4700], [-2.2538, -1.8764, 0.1926], [-0.3665, -0.3409, 1.1560], [0.5138, 0.3168, -1.1355], [0.2796, 0.6402, 0.4665], [0.1996, 0.1111, 0.2082], [-0.0647, -0.6720, -0.6070], [0.0892, 0.0076, 0.2373], [-0.2466, -0.1378, 0.0336], [-0.0216, 0.1875, 0.1013], [0.1899, -1.1931, 2.6710], [-0.3053, 0.9806, -3.1281], [0.4540, 0.8907, -0.5752], [-0.6686, -1.0547, 0.6455], [0.5505, 0.0936, 0.5576], [0.1564, 0.1369, 0.2543], [-0.8314, -0.1713, -0.3626], [0.1425, 0.2464, 0.1080], [0.0212, 0.0761, -0.1793], [0.1838, -0.0439, 0.0727]],
  "lowdin_charge": [-0.031, -0.297, -0.040, -0.112, -0.129, -0.098, 0.021, 0.018, -0.035, -0.017, 0.059, -0.199, -0.050, -0.029, 0.008, -0.020, -0.012, -0.115, -0.101, 0.006, -0.187, -0.055, 0.090, 0.105, 0.095, 0.119, 0.104, 0.109, 0.083, 0.115, 0.104, 0.110, 0.096, 0.103, 0.093, 0.082, 0.090, 0.120, -0.501, 0.042, -0.069, -0.330, 0.081, 0.146, 0.149, 0.148, 0.178, 0.142, -0.502, 0.056, -0.078, -0.328, 0.080, 0.142, 0.152, 0.110, 0.180]
}

---

# 2
{
  "formula": "C18H18N2O5S",
  "method": "ωB97M-V/def2-TZVPD",
  "mol_weight_da": 374.4,
  "orbital_gap_ev": 8.708,
  "relative_energy_ev": 0.025,
  "homo_energy_ev": -8.6,
  "multiplicity": 1,
  "elements": ["C", "C", "S", "O", "O", "N", "C", "C", "C", "C", "C", "C", "O", "C", "C", "O", "C", "O", "N", "C", "C", "C", "C", "C", "C", "C", "H", "H", "H", "H", "H", "H", "H", "H", "H", "H", "H", "H", "H", "H", "H", "H", "H", "H"],
  "xyz": [[-1.6776, 1.8665, 3.9585], [-0.9997, 2.4540, 2.7444], [0.7179, 1.9122, 2.7441], [1.3814, 2.4327, 3.9008], [1.3232, 2.1673, 1.4590], [0.6502, 0.2360, 3.0044], [0.7737, -0.6488, 1.9192], [1.9500, -1.3683, 1.7259], [2.0539, -2.2678, 0.6809], [0.9864, -2.4601, -0.1726], [-0.1953, -1.7393, 0.0014], [-1.3006, -2.0442, -0.9491], [-1.4031, -3.1448, -1.4401], [-2.2588, -0.9344, -1.3210], [-1.5371, 0.2586, -2.0095], [-2.3877, 0.8777, -2.9409], [-1.0851, 1.2589, -0.9268], [-1.8465, 1.8586, -0.1907], [0.2579, 1.3329, -0.9434], [0.8022, 0.4900, -1.9079], [2.1311, 0.2547, -2.1906], [2.4200, -0.6409, -3.2119], [1.4118, -1.2702, -3.9234], [0.0738, -1.0346, -3.6284], [-0.2201, -0.1542, -2.6128], [-0.2979, -0.8304, 1.0512], [-2.6945, 2.2418, 4.0489], [-1.1203, 2.1396, 4.8516], [-1.7077, 0.7821, 3.8884], [-1.4440, 2.1581, 1.7971], [-0.9432, 3.5385, 2.7925], [1.3044, 0.0381, 3.7490], [2.7766, -1.2210, 2.4059], [2.9687, -2.8222, 0.5374], [1.0437, -3.1654, -0.9868], [-2.9795, -1.3423, -2.0336], [-2.7966, -0.5673, -0.4436], [-3.0308, 1.4076, -2.4515], [0.7975, 1.8277, -0.2335], [2.9107, 0.7478, -1.6322], [3.4514, -0.8469, -3.4557], [1.6670, -1.9576, -4.7151], [-0.7135, -1.5281, -4.1750], [-1.2141, -0.2926, 1.2354]],
  "forces_ev_per_angstrom": [[-0.1509, -0.0111, 0.2113], [0.5761, -0.4894, 0.0863], [0.1191, -0.2176, -0.1532], [-0.1358, -0.0107, 0.3252], [-0.2192, 0.0173, 0.0611], [0.0047, 1.0302, 0.2746], [0.0159, -0.4887, -0.6935], [-0.1774, 0.2090, 0.1083], [-0.0615, -0.0891, -0.0188], [-0.1124, 0.0353, 0.0247], [0.4894, -0.2774, 0.2849], [-0.4141, 0.0350, 0.0065], [0.0286, 0.0151, 0.0037], [-0.0316, 0.0262, -0.2159], [0.0692, -0.4257, 0.2954], [-0.0316, 0.1622, -0.1006], [-0.0945, 0.1724, -0.1671], [-0.2313, 0.0256, -0.0629], [0.2847, 0.3400, 0.0345], [-0.0584, -0.3520, -0.5607], [-0.1082, 0.1232, 0.1186], [-0.0044, 0.0014, 0.0188], [0.0271, -0.1670, -0.1532], [0.0562, 0.1477, 0.1343], [0.0603, 0.3868, -0.0067], [0.0837, -0.2998, -0.0055], [-0.0351, 0.0496, -0.0206], [-0.0858, -0.0168, 0.1572], [-0.0846, -0.0277, 0.0482], [0.0611, 0.0155, -0.0691], [0.1490, 0.1137, -0.0794], [-0.0007, 0.0815, 0.1935], [0.1114, 0.0515, 0.0474], [0.0891, -0.0427, -0.0112], [0.0011, -0.0587, -0.0782], [0.0998, 0.0226, 0.0849], [-0.0581, 0.0213, 0.0134], [-0.0103, -0.0020, 0.0499], [-0.2087, -0.0896, -0.0790], [0.1324, 0.0529, 0.0585], [0.0901, -0.0179, -0.0273], [0.0395, -0.0605, -0.0750], [-0.1002, -0.0970, -0.0708], [-0.1734, 0.1056, 0.0074]],
  "lowdin_charge": [-0.124, -0.267, 0.665, -0.288, -0.304, -0.060, -0.290, -0.006, -0.052, -0.010, -0.134, -0.351, 0.112, 0.004, -0.358, 0.056, -0.400, 0.067, 0.200, -0.180, -0.003, -0.077, -0.076, 0.003, -0.100, 0.039, 0.082, 0.076, 0.068, 0.060, 0.112, 0.114, 0.118, 0.110, 0.123, 0.139, 0.130, 0.112, 0.116, 0.116, 0.104, 0.102, 0.129, 0.122]
}

---

Q: Which value of multiplicity does entry 2 give?
A: 1

---

Q: Look up the multiplicity of the first one.
A: 1

---

Q: multiplicity of number 1 (C24H21F2NO9)?
A: 1